Record 1
Density functional theory data (ωB97M-V/def2-TZVPD) for a molecular structure, C44H37Cl5N4O7P2S3Tl.

Atoms and positions in Å:
Tl  0.927  -1.039  -1.813
C  -0.026  0.853  -6.135
C  -0.690  -0.398  -5.567
O  -1.648  -0.966  -6.461
P  0.553  -1.685  -5.240
O  -0.246  -2.980  -4.816
O  1.168  -2.011  -6.660
O  1.567  -1.257  -4.243
P  -1.553  -0.001  -3.988
O  -2.171  -1.466  -3.590
O  -2.633  0.974  -4.225
O  -0.482  0.277  -2.948
H  0.427  0.632  -7.100
H  0.743  1.224  -5.457
H  -0.780  1.634  -6.253
H  -2.224  -0.250  -6.759
H  -1.081  -2.769  -4.360
H  1.955  -2.569  -6.636
H  -3.045  -1.554  -3.995
Cl  0.169  -4.420  -1.527
C  1.863  -4.051  -1.449
C  2.290  -2.747  -1.621
C  3.653  -2.501  -1.627
Cl  4.226  -0.881  -1.884
C  4.585  -3.515  -1.420
Cl  6.271  -3.176  -1.388
C  4.134  -4.821  -1.221
Cl  5.262  -6.087  -0.956
C  2.767  -5.095  -1.245
Cl  2.215  -6.709  -1.026
N  -0.726  -1.485  -0.425
S  -1.516  -1.351  0.773
N  -0.818  -0.919  2.193
S  -0.003  0.379  2.349
N  -0.116  1.494  1.280
S  0.958  1.743  0.067
N  1.630  0.661  -0.641
C  2.171  2.809  0.810
C  1.784  3.913  1.560
C  2.763  4.697  2.144
C  4.107  4.376  1.967
C  4.474  3.281  1.201
C  3.501  2.485  0.609
C  -0.024  2.825  -0.929
C  0.527  3.093  -2.178
C  -0.169  3.903  -3.055
C  -1.400  4.430  -2.685
C  -1.939  4.150  -1.439
C  -1.252  3.342  -0.544
C  -0.579  1.116  3.842
C  -1.025  2.426  3.839
C  -1.501  2.964  5.029
C  -1.513  2.196  6.182
C  -1.062  0.880  6.163
C  -0.595  0.324  4.986
C  1.660  -0.105  2.673
C  2.103  -1.289  2.097
C  3.432  -1.643  2.266
C  4.280  -0.825  3.002
C  3.814  0.349  3.579
C  2.491  0.726  3.415
C  -2.884  -0.224  0.637
C  -3.756  -0.013  1.701
C  -4.814  0.860  1.520
C  -4.991  1.501  0.294
C  -4.110  1.282  -0.752
C  -3.040  0.409  -0.581
C  -2.284  -2.857  1.309
C  -1.978  -3.489  2.503
C  -2.543  -4.732  2.760
C  -3.390  -5.320  1.835
C  -3.684  -4.674  0.639
C  -3.124  -3.439  0.365
H  0.739  4.162  1.673
H  2.483  5.563  2.729
H  4.869  4.994  2.423
H  5.519  3.041  1.061
H  3.752  1.611  0.020
H  1.469  2.642  -2.463
H  0.239  4.111  -4.035
H  -1.946  5.055  -3.379
H  -2.907  4.547  -1.165
H  -1.680  3.088  0.415
H  -1.018  2.998  2.925
H  -1.863  3.982  5.049
H  -1.881  2.622  7.106
H  -1.079  0.287  7.067
H  -0.248  -0.700  4.955
H  1.422  -1.919  1.540
H  3.801  -2.560  1.828
H  5.314  -1.113  3.135
H  4.480  0.974  4.157
H  2.120  1.643  3.855
H  -3.610  -0.523  2.645
H  -5.508  1.038  2.330
H  -5.828  2.173  0.161
H  -4.237  1.776  -1.707
H  -2.325  0.231  -1.371
H  -1.317  -3.021  3.216
H  -2.317  -5.241  3.688
H  -3.824  -6.289  2.042
H  -4.347  -5.137  -0.079
H  -3.328  -2.930  -0.570

The charge is +1. Its HOMO energy is -10.929 eV. For the energy above the lowest of the compared OMol25 structures with the same formula, charge and spin, the calculation gives 1.4 kJ/mol.


Record 2
Density functional theory data (ωB97M-V/def2-TZVPD) for a molecular structure, C40H37N2O3P2PtSSbTe.

Atoms and positions in Å:
Pt  0.201  0.920  -0.287
Te  -1.802  -2.758  2.125
C  0.231  -3.354  1.926
C  1.060  -2.839  0.940
C  2.390  -3.222  0.906
N  2.944  -4.068  1.773
C  2.141  -4.564  2.712
C  0.796  -4.243  2.831
C  -1.631  -0.838  1.395
P  -0.398  0.345  1.796
C  -1.131  1.867  2.537
C  -1.577  2.881  1.689
C  -2.210  4.008  2.195
C  -2.406  4.142  3.560
C  -1.966  3.142  4.416
C  -1.335  2.016  3.910
C  0.764  -0.235  3.056
C  2.136  -0.168  2.848
C  3.023  -0.626  3.811
C  2.538  -1.155  4.997
C  1.168  -1.239  5.210
C  0.283  -0.791  4.243
P  -1.706  -0.395  -0.313
C  -3.186  0.576  -0.689
C  -4.099  0.889  0.310
C  -5.207  1.673  0.012
C  -5.389  2.153  -1.276
C  -4.468  1.851  -2.273
C  -3.365  1.064  -1.984
C  -1.845  -1.799  -1.447
C  -3.096  -2.398  -1.602
C  -3.240  -3.501  -2.425
C  -2.140  -4.012  -3.103
C  -0.898  -3.419  -2.956
C  -0.752  -2.316  -2.128
H  0.689  -2.129  0.215
H  3.048  -2.823  0.138
H  2.599  -5.249  3.418
H  0.213  -4.668  3.639
H  -1.450  2.784  0.616
H  -2.555  4.777  1.515
H  -2.899  5.020  3.957
H  -2.111  3.239  5.485
H  -0.989  1.260  4.600
H  2.512  0.201  1.901
H  4.088  -0.588  3.626
H  3.226  -1.518  5.749
H  0.786  -1.670  6.127
H  -0.781  -0.895  4.403
H  -3.931  0.518  1.315
H  -5.923  1.912  0.788
H  -6.250  2.767  -1.506
H  -4.604  2.228  -3.279
H  -2.647  0.837  -2.767
H  -3.959  -1.991  -1.089
H  -4.213  -3.959  -2.545
H  -2.258  -4.867  -3.756
H  -0.041  -3.802  -3.495
H  0.218  -1.851  -2.024
C  4.176  1.826  0.117
Sb  2.188  2.592  0.104
C  2.267  3.844  1.815
C  2.328  4.041  -1.432
H  4.882  2.652  0.055
H  4.326  1.162  -0.732
H  4.355  1.270  1.036
H  3.129  4.503  1.722
H  2.353  3.250  2.723
H  1.354  4.435  1.867
H  3.113  4.756  -1.192
H  1.369  4.548  -1.522
H  2.542  3.545  -2.376
O  -1.484  -0.967  -5.480
S  -0.393  -0.036  -5.478
O  -0.060  0.645  -6.695
N  -0.582  1.034  -4.246
C  0.333  0.877  -3.338
O  0.416  1.595  -2.281
C  1.350  -0.189  -3.626
C  2.446  -0.575  -2.874
C  3.236  -1.615  -3.350
C  2.935  -2.242  -4.557
C  1.839  -1.844  -5.316
C  1.065  -0.816  -4.821
H  2.661  -0.093  -1.928
H  4.096  -1.944  -2.780
H  3.564  -3.050  -4.908
H  1.600  -2.325  -6.255

Its HOMO energy is -7.450 eV. For the energy above the lowest of the compared OMol25 structures with the same formula, charge and spin, the calculation gives 51.2 kJ/mol.


Record 3
Density functional theory data (ωB97M-V/def2-TZVPD) for a molecular structure, C12H34MnO14S4.

Atoms and positions in Å:
Mn  -0.292  1.967  2.205
O  1.326  2.999  1.618
H  1.711  2.108  1.673
O  -0.093  0.597  0.808
H  -0.445  0.124  0.068
O  0.480  -1.257  4.639
S  1.329  -0.383  3.865
O  0.814  0.948  3.549
O  2.718  -0.258  4.690
C  3.315  -1.481  5.122
C  4.808  -1.187  5.283
C  1.904  -1.222  2.345
H  3.103  -2.384  4.551
H  2.934  -1.700  6.126
H  5.251  -2.140  5.597
H  5.056  -0.451  6.044
H  5.345  -0.896  4.380
H  2.095  -2.277  2.511
H  2.734  -0.648  1.940
H  1.069  -1.119  1.650
O  -3.846  2.632  -4.901
S  -3.312  2.067  -3.694
O  -3.592  0.677  -3.397
O  -1.713  2.290  -3.708
C  -0.889  1.511  -2.834
C  0.536  1.772  -3.323
C  -3.792  3.119  -2.298
H  -1.104  0.440  -2.785
H  -0.998  1.871  -1.808
H  0.688  2.843  -3.222
H  0.817  1.413  -4.310
H  1.168  1.201  -2.642
H  -4.840  2.918  -2.100
H  -3.615  4.128  -2.664
H  -3.151  2.918  -1.444
O  4.400  -1.763  -2.011
S  3.365  -0.765  -1.978
O  3.465  0.325  -1.040
O  2.959  -0.254  -3.458
C  3.595  -0.923  -4.568
C  4.083  0.137  -5.524
C  1.799  -1.582  -1.542
H  2.838  -1.564  -5.035
H  4.381  -1.642  -4.336
H  3.262  0.825  -5.757
H  4.328  -0.279  -6.503
H  4.863  0.802  -5.158
H  1.041  -1.434  -2.304
H  1.449  -1.188  -0.589
H  2.078  -2.617  -1.347
O  -2.161  0.792  2.840
S  -2.934  -0.407  2.671
O  -3.230  -1.194  3.824
O  -4.324  0.121  2.010
C  -5.432  -0.836  2.070
C  -6.623  -0.244  1.344
C  -2.340  -1.498  1.337
H  -5.748  -0.859  3.113
H  -5.027  -1.782  1.729
H  -6.644  0.842  1.418
H  -7.599  -0.612  1.655
H  -6.581  -0.473  0.274
H  -1.333  -1.827  1.563
H  -2.402  -0.916  0.424
H  -3.045  -2.325  1.345

Its HOMO energy (alpha / beta) is -7.912 / -8.294 eV. Its spin multiplicity is 6.


Record 4
Density functional theory data (ωB97M-V/def2-TZVPD) for a molecular structure, C27H43N9O2S2TeV.

Atoms and positions in Å:
V  0.748  1.344  -0.870
N  1.048  1.155  1.248
C  2.461  0.729  1.475
C  3.045  1.055  2.842
C  2.355  0.511  4.099
C  2.371  -1.012  4.245
N  1.365  -1.706  3.419
C  0.091  -1.853  3.754
N  -0.349  -1.433  4.945
N  -0.773  -2.392  2.895
C  3.352  1.336  0.355
O  4.514  1.569  0.610
O  2.737  1.476  -0.781
H  0.937  2.090  1.625
H  0.408  0.561  1.761
H  2.501  -0.343  1.282
H  3.114  2.142  2.934
H  4.079  0.706  2.825
H  1.323  0.872  4.189
H  2.898  0.920  4.954
H  2.214  -1.304  5.282
H  3.347  -1.403  3.966
H  1.655  -2.088  2.534
H  0.301  -1.165  5.662
H  -1.282  -1.658  5.249
H  -0.548  -2.583  1.929
H  -1.722  -2.563  3.183
C  0.431  -0.536  -4.123
C  0.660  0.938  -4.041
N  0.686  1.666  -2.946
C  0.909  3.008  -3.250
C  1.056  3.276  -4.566
S  0.912  1.843  -5.469
C  0.983  3.979  -2.159
C  1.242  5.303  -2.280
S  1.234  6.032  -0.746
C  0.897  4.529  -0.006
N  0.785  3.538  -0.856
C  0.747  4.451  1.480
H  -0.170  -0.858  -3.283
H  1.384  -1.072  -4.105
H  -0.077  -0.791  -5.053
H  1.237  4.228  -5.044
H  1.437  5.869  -3.179
H  0.641  5.448  1.903
H  1.635  4.005  1.937
H  -0.144  3.883  1.750
C  -2.806  0.340  0.898
Te  -1.905  1.879  -0.295
C  -3.645  1.690  -1.537
C  -4.635  0.873  -0.743
C  -5.955  0.761  -1.177
C  -6.864  -0.006  -0.467
C  -6.463  -0.668  0.687
C  -5.155  -0.554  1.126
C  -4.234  0.215  0.417
H  -2.762  0.633  1.946
H  -2.256  -0.592  0.766
H  -3.381  1.213  -2.477
H  -4.013  2.691  -1.746
H  -6.271  1.281  -2.075
H  -7.890  -0.077  -0.809
H  -7.172  -1.266  1.248
H  -4.850  -1.057  2.039
C  -0.196  -4.242  -0.582
N  -0.112  -2.787  -0.730
C  -1.379  -2.173  -1.147
C  1.072  -2.146  -1.102
N  1.155  -0.860  -0.966
N  2.127  -2.919  -1.494
C  1.964  -3.943  -2.535
C  3.467  -2.338  -1.443
H  -0.929  -4.465  0.195
H  0.763  -4.651  -0.273
H  -0.527  -4.745  -1.492
H  -1.658  -2.484  -2.158
H  -1.302  -1.089  -1.108
H  -2.176  -2.500  -0.477
H  2.047  -0.519  -1.321
H  0.944  -3.965  -2.910
H  2.235  -4.936  -2.176
H  2.615  -3.696  -3.376
H  3.615  -1.786  -0.518
H  3.668  -1.666  -2.285
H  4.192  -3.148  -1.475

The charge is +2. Its HOMO energy (alpha / beta) is -12.099 / -13.181 eV. For the energy above the lowest of the compared OMol25 structures with the same formula, charge and spin, the calculation gives 123.4 kJ/mol. Its spin multiplicity is 4.


Record 5
Density functional theory data (ωB97M-V/def2-TZVPD) for a single C5H5F molecule.

Atoms and positions in Å:
C  -1.195  -0.183  0.049
C  -2.342  -0.184  0.685
C  1.232  0.496  -0.729
C  0.096  -0.455  -0.197
C  2.531  0.562  -0.086
F  2.670  -0.209  1.004
H  -3.382  -0.107  0.268
H  -2.298  -0.021  1.695
H  1.436  0.148  -1.799
H  0.873  1.452  -0.849
H  0.379  -1.497  -0.041

Its HOMO energy is -9.002 eV. For the energy above the lowest of the compared OMol25 structures with the same formula, charge and spin, the calculation gives 417.3 kJ/mol.


Record 6
Density functional theory data (ωB97M-V/def2-TZVPD) for a single C9H12N2S2 molecule.

Atoms and positions in Å:
C  -1.468  -0.772  1.128
C  -1.191  -0.704  -0.187
C  -2.566  -1.205  0.268
C  -0.734  1.108  2.744
C  1.277  -1.045  -3.010
C  1.446  0.444  -2.995
C  -0.454  -0.326  2.165
C  0.836  -0.028  1.332
C  0.149  -0.422  -0.642
N  -0.127  1.993  1.704
N  1.120  1.304  1.477
S  1.281  -1.780  -1.277
S  0.292  1.010  -1.742
H  -2.811  -2.345  0.319
H  -3.338  -0.539  0.153
H  -1.735  1.506  2.747
H  -0.191  1.437  3.549
H  0.304  -1.432  -3.358
H  1.921  -1.771  -3.646
H  2.523  0.586  -2.895
H  1.256  0.850  -4.011
H  -0.199  -0.881  3.104
H  1.544  -0.863  1.532
H  -0.622  1.959  0.753
H  1.488  1.917  0.789

Its HOMO energy is -7.508 eV. For the energy above the lowest of the compared OMol25 structures with the same formula, charge and spin, the calculation gives 695.2 kJ/mol.


Record 7
Density functional theory data (ωB97M-V/def2-TZVPD) for 2 unconnected molecules or ions with the total composition C5H11O3.

Atoms and positions in Å:
C  0.226  -2.436  -1.033
C  -0.805  -1.253  -1.174
O  -1.390  -1.073  -2.253
O  -1.158  -0.750  -0.069
H  1.170  -2.100  -1.493
H  -0.108  -3.383  -1.440
H  0.374  -2.520  0.046
C  0.903  1.339  1.296
C  1.497  1.243  -0.102
C  -0.295  2.327  1.306
O  0.505  0.087  1.789
H  1.608  1.704  2.043
H  1.146  2.027  -0.794
H  -1.111  2.056  0.634
H  -0.699  2.250  2.330
H  0.013  3.338  1.014
H  -0.237  -0.332  1.254
H  1.206  0.366  -0.669
H  2.594  1.234  -0.188

The charge is -1. Its HOMO energy is -4.414 eV. For the energy above the lowest of the compared OMol25 structures with the same formula, charge and spin, the calculation gives 61.4 kJ/mol.


Record 8
Density functional theory data (ωB97M-V/def2-TZVPD) for a molecular structure, C4H6O7Yb.

Atoms and positions in Å:
O  -0.837  -2.219  0.705
C  -1.285  -0.946  0.518
C  -1.563  -0.635  -0.954
O  -2.882  -1.146  -1.233
C  -3.612  -1.141  -0.164
O  -3.017  -1.101  0.942
O  -4.870  -0.972  -0.349
H  -0.674  -2.410  1.637
H  -1.190  -0.246  1.350
H  -0.878  -1.165  -1.621
H  -1.571  0.440  -1.156
H  -5.148  -0.052  -0.208
O  2.251  -1.879  0.009
C  2.131  -0.586  -0.028
O  1.076  0.054  0.371
O  3.055  0.107  -0.521
Yb  2.466  2.045  0.442
H  1.502  -2.275  0.501

The charge is +2. Its HOMO energy is -17.157 eV.


Record 9
Density functional theory data (ωB97M-V/def2-TZVPD) for a single C4H8O2 molecule.

Atoms and positions in Å:
C  -0.254  -1.124  -2.022
O  0.098  -0.141  -1.087
C  -0.078  -0.523  0.255
C  0.654  0.514  1.066
C  -0.030  1.731  1.491
O  0.257  0.685  2.414
H  0.336  -2.044  -1.885
H  -1.323  -1.382  -1.972
H  -0.037  -0.707  -3.009
H  0.336  -1.529  0.441
H  -1.142  -0.542  0.546
H  1.729  0.554  0.887
H  -1.085  1.858  1.249
H  0.538  2.650  1.625

Its HOMO energy is -10.121 eV. For the energy above the lowest of the compared OMol25 structures with the same formula, charge and spin, the calculation gives 246.5 kJ/mol.


Record 10
Density functional theory data (ωB97M-V/def2-TZVPD) for a single C2H6N2S2 molecule.

Atoms and positions in Å:
C  0.993  -1.559  -0.224
N  -0.074  -0.605  -0.068
S  -1.706  -1.155  -0.409
C  0.198  0.722  0.164
N  -0.879  1.551  0.161
S  1.721  1.265  0.387
H  0.666  -2.647  -0.060
H  1.694  -1.258  0.564
H  1.489  -1.442  -1.191
H  -2.090  -1.810  0.740
H  -0.674  2.536  0.121
H  -1.800  1.256  -0.113

Its HOMO energy is -8.361 eV. For the energy above the lowest of the compared OMol25 structures with the same formula, charge and spin, the calculation gives 21.1 kJ/mol.


Across the entries above, M takes the values 1273.60 1132.20 585.60 768.38 84.09 212.34 119.14 339.12 88.11 122.22 Da, respectively.
Across the entries above, energy takes the values -6795.1105 -3590.1808 -4274.6191 -3705.9992 -293.1831 -1255.7609 -422.8903 -1840.8080 -307.6186 -985.6755 Ha, respectively.